Entry 1:
Here is a structure of composition C16H23BMoN6 from the OMol25 dataset. Energies are from the ωB97M-V functional and the def2-TZVPD basis.

Summary:
M: 406.15 g/mol
Relative energy (zero: lowest compared OMol25 entry of this formula, charge and spin): 121.9 kJ/mol
Gap between HOMO and LUMO (alpha / beta): 0.2545 / 0.1820 Eh

Structure (ORCA input):
```
! wB97M-V def2-TZVPD RIJCOSX def2/J DEFGRID3
* xyz 2 3
H 0.078 -2.205 -2.281
N -1.123 -0.698 -1.375
B -2.966 0.812 -0.579
N -2.413 -0.277 -1.558
C -3.002 -1.046 -2.499
Mo 0.224 0.671 0.195
H -4.038 -0.883 -2.768
C -2.061 -1.974 -2.945
H -2.200 -2.744 -3.685
C -0.888 -1.715 -2.223
H -4.125 1.042 -0.782
C 0.089 1.738 1.886
H 1.103 2.177 1.887
H -0.045 1.206 2.832
H -0.609 2.585 1.836
N -2.041 2.046 -0.725
N -2.772 0.149 0.824
N -0.588 1.952 -0.826
N -1.493 -0.212 1.218
C -2.370 3.337 -0.730
C -3.648 -0.244 1.767
H -3.409 3.629 -0.628
H -4.710 -0.080 1.643
C -1.236 4.123 -0.968
C -2.947 -0.890 2.789
C -0.159 3.272 -1.078
C -1.606 -0.835 2.423
H -1.210 5.193 -1.107
H -3.348 -1.342 3.680
H 0.888 3.464 -1.258
H -0.723 -1.166 2.939
H 1.434 -0.413 -2.214
C 2.951 -2.604 -0.185
C 3.273 -1.193 0.331
C 3.541 -1.254 1.824
C 4.538 -0.719 -0.377
C 2.111 -0.281 -0.054
C 1.437 -0.076 -1.187
H 3.749 -3.305 0.088
H 2.863 -2.611 -1.278
H 2.008 -2.981 0.230
H 4.318 -2.006 1.988
H 3.887 -0.296 2.209
H 2.654 -1.536 2.391
H 4.394 -0.695 -1.460
H 4.820 0.284 -0.044
H 5.370 -1.401 -0.168
*
```

Atom charges from the Mulliken analysis, given in e for atoms 1 to 8: 0.499 0.376 0.243 -0.282 -0.087 -0.545 0.472 -1.145


Entry 2:
Here is a structure of composition C16H23BrN2Re from the OMol25 dataset. Energies are from the ωB97M-V functional and the def2-TZVPD basis.

Summary:
M: 509.48 g/mol
Relative energy (zero: lowest compared OMol25 entry of this formula, charge and spin): 0.0 kJ/mol
Gap between HOMO and LUMO (alpha / beta): 0.2334 / 0.2306 Eh

Structure (ORCA input):
```
! wB97M-V def2-TZVPD RIJCOSX def2/J DEFGRID3
* xyz 2 4
Re -0.848 -0.360 0.916
Br 0.659 0.192 2.760
C 1.548 1.525 1.737
C 2.591 2.227 2.346
C 3.272 3.213 1.636
C 2.910 3.498 0.319
C 1.864 2.802 -0.307
C 1.493 3.083 -1.634
C 0.452 2.386 -2.249
C -0.232 1.400 -1.546
C 0.127 1.114 -0.231
C 1.170 1.800 0.410
H 2.880 2.011 3.372
H 4.084 3.760 2.108
H 3.454 4.272 -0.218
H 2.017 3.851 -2.200
H 0.176 2.614 -3.275
H -1.044 0.850 -2.012
C -2.635 0.120 -1.623
N -2.079 -0.786 -0.618
C -3.102 -1.125 0.371
C -1.517 -1.983 -1.265
C -0.706 -2.878 -0.301
N 0.106 -2.114 0.662
C 0.663 -3.008 1.676
C 1.181 -1.370 0.005
H -3.454 -0.341 -2.187
H -1.860 0.433 -2.332
H -3.012 1.035 -1.153
H -3.936 -1.679 -0.075
H -3.504 -0.216 0.833
H -2.691 -1.722 1.191
H -0.837 -1.667 -2.067
H -2.304 -2.582 -1.742
H -0.084 -3.570 -0.883
H -1.424 -3.496 0.253
H 1.327 -3.764 1.241
H -0.137 -3.522 2.220
H 1.229 -2.439 2.423
H 1.860 -2.030 -0.546
H 1.770 -0.815 0.744
H 0.789 -0.621 -0.691
H -2.215 -0.099 1.934
*
```

Atom charges from the Mulliken analysis, given in e for atoms 1 to 8: 0.957 -0.008 0.419 -0.658 -0.827 -0.771 0.544 -0.890


Entry 3:
Here is a structure of composition C16H23BrN3O5PS2 from the OMol25 dataset. Energies are from the ωB97M-V functional and the def2-TZVPD basis.

Summary:
M: 512.39 g/mol
Gap between HOMO and LUMO: 0.3444 Eh

Structure (ORCA input):
```
! wB97M-V def2-TZVPD RIJCOSX def2/J DEFGRID3
* xyz 0 1
C -3.963 -0.088 1.107
C -3.941 -1.621 1.005
C -3.291 -2.115 -0.299
C -1.775 -2.296 -0.166
N -1.102 -1.179 0.516
C -0.606 -0.098 -0.286
P -0.145 1.141 1.118
O 1.428 0.713 1.387
Br -0.243 3.215 0.297
O -1.565 0.415 -1.212
S -1.300 -0.120 -2.714
O -2.261 -1.095 -3.073
O -1.185 0.926 -3.650
O 0.081 -0.927 -2.441
C 0.589 -0.387 -1.216
S 1.616 1.061 -1.724
H -3.063 0.316 1.550
H -4.109 0.324 0.117
H -4.805 0.194 1.730
H -4.975 -1.946 0.962
H -3.426 -2.063 1.851
H -3.543 -1.434 -1.098
H -3.679 -3.088 -0.588
H -1.644 -3.163 0.476
H -1.337 -2.564 -1.123
H -0.366 -1.504 1.130
H 1.381 -0.101 1.924
H 1.348 -0.991 -0.745
H 0.689 1.939 -2.136
N 5.421 2.634 -2.903
C 6.426 3.128 -3.623
C 6.357 3.356 -4.989
C 5.177 3.050 -5.647
C 4.121 2.533 -4.916
C 4.294 2.347 -3.552
H 7.331 3.351 -3.069
H 7.206 3.762 -5.522
H 5.083 3.211 -6.714
H 3.182 2.279 -5.389
H 3.490 1.947 -2.942
N -0.276 -1.499 3.824
C -1.328 -2.289 4.031
C -2.137 -2.216 5.152
C -1.835 -1.270 6.118
C -0.744 -0.440 5.921
C -0.002 -0.593 4.762
H -1.527 -3.017 3.251
H -2.980 -2.882 5.265
H -2.442 -1.180 7.009
H -0.474 0.312 6.649
H 0.856 0.040 4.567
*
```

Atom charges from the Mulliken analysis, given in e for atoms 1 to 8: -0.894 -0.327 -0.549 -1.110 0.205 -0.416 0.448 -0.497


Entry 4:
Here is a cluster of 2 separate species, C16H23Cl2F7N4O5PS in total from the OMol25 dataset. Energies are from the ωB97M-V functional and the def2-TZVPD basis.

Summary:
M: 618.32 g/mol
Gap between HOMO and LUMO: 0.3392 Eh

Structure (ORCA input):
```
! wB97M-V def2-TZVPD RIJCOSX def2/J DEFGRID3
* xyz 1 1
C 2.101 -1.853 -1.428
N 1.743 -0.492 -0.928
C 2.791 0.579 -1.131
Cl 4.440 -0.037 -1.166
C 2.649 1.629 0.013
Cl 3.413 3.141 -0.674
C 3.440 1.373 1.285
C 3.072 0.113 2.073
O 3.719 -1.060 1.612
C 3.531 0.380 3.596
N 4.387 -0.625 4.169
O 1.307 1.785 0.372
C 0.312 1.501 -0.587
N -0.957 1.753 0.094
S 0.313 2.748 -1.970
C 0.336 0.012 -1.118
C -0.396 -0.233 -2.461
F -0.853 -1.511 -2.440
F -1.555 0.430 -2.342
C 0.099 0.069 -3.930
F -0.597 1.081 -4.425
F -0.307 -0.951 -4.679
C 1.559 0.362 -4.386
F 1.926 1.612 -4.277
F 2.516 -0.413 -3.888
F 1.556 0.144 -5.691
P -0.643 -0.918 0.236
O -0.162 -0.492 1.534
O -0.346 -2.487 0.193
O -2.198 -0.832 0.137
H 2.523 -2.435 -0.613
H 1.256 -2.445 -1.763
H 2.847 -1.892 -2.214
H 1.796 -0.603 0.105
H 2.649 1.120 -2.060
H 4.516 1.436 1.147
H 3.216 2.214 1.945
H 1.979 0.029 2.122
H 3.237 -1.814 1.975
H 2.626 0.379 4.209
H 3.963 1.375 3.708
H 3.949 -1.531 4.220
H 5.294 -0.664 3.728
H -0.773 1.768 1.097
H -1.289 2.684 -0.126
H 0.689 3.836 -1.262
H -0.969 -2.934 -0.407
H -2.571 0.038 -0.088
N -5.469 0.446 1.138
C -6.761 0.616 0.852
C -7.742 -0.318 1.145
C -7.363 -1.497 1.766
C -6.026 -1.695 2.069
C -5.127 -0.695 1.737
H -7.011 1.551 0.364
H -8.776 -0.126 0.893
H -8.100 -2.252 2.010
H -5.688 -2.601 2.552
H -4.070 -0.799 1.959
*
```

Atom charges from the Mulliken analysis, given in e for atoms 1 to 8: -0.949 0.239 -0.340 -0.036 0.713 -0.105 -1.963 1.064


Entry 5:
Here is a structure of composition C16H23IrN5O3S from the OMol25 dataset. Energies are from the ωB97M-V functional and the def2-TZVPD basis.

Summary:
M: 557.68 g/mol
Relative energy (zero: lowest compared OMol25 entry of this formula, charge and spin): 0.0 kJ/mol
Gap between HOMO and LUMO (alpha / beta): 0.2615 / 0.2474 Eh

Structure (ORCA input):
```
! wB97M-V def2-TZVPD RIJCOSX def2/J DEFGRID3
* xyz 1 5
Ir -0.058 -0.006 0.047
C -1.272 -1.908 -2.496
C -2.157 -2.033 -1.299
C -3.316 -2.834 -1.365
C -4.112 -2.969 -0.267
C -3.772 -2.303 0.930
C -4.559 -2.402 2.102
C -4.198 -1.730 3.235
C -3.037 -0.935 3.239
C -2.248 -0.817 2.116
S -0.829 0.190 2.154
C -2.610 -1.509 0.929
N -1.824 -1.394 -0.189
H -1.707 -2.421 -3.349
H -0.304 -2.367 -2.284
H -1.117 -0.863 -2.760
H -3.557 -3.327 -2.296
H -5.004 -3.578 -0.299
H -5.450 -3.015 2.079
H -4.799 -1.801 4.130
H -2.755 -0.400 4.134
N 1.153 0.236 -1.923
N 0.433 1.138 -2.738
C -0.424 2.058 -2.078
O -0.800 3.032 -2.666
O -0.758 1.723 -0.849
H 2.067 0.597 -1.651
H 1.291 -0.644 -2.411
H 0.950 1.562 -3.499
C 3.256 -4.001 1.638
N 2.297 -2.916 1.475
C 0.962 -3.337 1.096
C 2.687 -1.654 1.175
O 2.001 -0.913 0.418
N 3.823 -1.175 1.719
C 4.324 -1.610 3.015
C 4.331 0.103 1.254
H 3.079 -4.747 0.860
H 3.151 -4.481 2.612
H 4.270 -3.633 1.527
H 0.712 -4.232 1.663
H 0.895 -3.571 0.029
H 0.236 -2.566 1.343
H 3.626 -2.301 3.480
H 4.420 -0.736 3.660
H 5.302 -2.087 2.929
H 4.191 0.193 0.180
H 5.394 0.148 1.475
H 3.828 0.936 1.751
*
```

Atom charges from the Mulliken analysis, given in e for atoms 1 to 8: 2.478 -1.302 0.973 -0.918 -0.795 0.943 -0.806 -0.740


Entry 6:
Here is a structure of composition C16H23MgN4O3Te from the OMol25 dataset. Energies are from the ωB97M-V functional and the def2-TZVPD basis.

Summary:
M: 471.29 g/mol
Relative energy (zero: lowest compared OMol25 entry of this formula, charge and spin): 0.0 kJ/mol
Gap between HOMO and LUMO: 0.2461 Eh

Structure (ORCA input):
```
! wB97M-V def2-TZVPD RIJCOSX def2/J DEFGRID3
* xyz -1 1
Mg 0.823 -0.317 1.428
N 2.870 -0.937 2.308
C 2.543 -0.637 3.692
C 1.117 -1.093 4.053
O 0.785 -1.104 5.247
N 0.421 -1.435 3.000
C -0.982 -1.671 3.157
C -1.732 -0.815 2.132
O -2.919 -0.536 2.323
O -1.061 -0.441 1.124
H 2.931 -1.946 2.199
H 3.776 -0.541 2.062
H 2.573 0.447 3.837
H 3.241 -1.100 4.408
H -1.328 -1.427 4.170
H -1.232 -2.726 2.958
C -0.812 -1.333 -6.020
C -0.142 -0.831 -4.772
C 0.371 0.451 -4.681
C 0.999 0.905 -3.531
C 1.514 2.311 -3.508
C 1.127 0.070 -2.418
Te 2.088 0.793 -0.665
C 0.631 -1.234 -2.510
C 0.777 -2.213 -1.388
C -0.004 -1.658 -3.667
H -0.946 -0.533 -6.746
H -1.789 -1.757 -5.786
H -0.209 -2.114 -6.485
H 0.281 1.123 -5.527
H 1.340 2.798 -4.466
H 2.580 2.322 -3.283
H 1.015 2.877 -2.720
H 0.278 -1.842 -0.488
H 1.834 -2.372 -1.157
H 0.333 -3.171 -1.657
H -0.395 -2.667 -3.724
C -2.498 2.379 3.685
N -1.725 2.385 2.460
C -2.485 2.239 1.229
C -0.505 1.940 2.488
N 0.624 1.696 2.489
H -3.074 3.306 3.742
H -1.833 2.311 4.544
H -3.181 1.524 3.695
H -3.005 3.176 1.008
H -3.202 1.420 1.349
H -1.812 1.980 0.410
*
```

Atom charges from the Mulliken analysis, given in e for atoms 1 to 8: 0.878 -0.594 -0.613 0.604 -0.810 -0.375 -0.438 0.530


Number 1: DFT total energy -28418.15330 eV. Number 2: DFT total energy -92095.34557 eV. Number 3: DFT total energy -132673.38125 eV. Number 4: DFT total energy -97348.17908 eV. Number 5: DFT total energy -44225.62271 eV. Number 6: DFT total energy -41811.83437 eV.